{"formula": "C40H59N4O2PPtS2", "method": "ωB97M-V with the def2-TZVPD basis set", "species": ["Pt", "C", "C", "C", "C", "C", "C", "C", "S", "O", "O", "N", "C", "C", "C", "C", "C", "C", "C", "C", "N", "C", "H", "H", "H", "H", "H", "H", "H", "H", "H", "H", "H", "H", "H", "C", "C", "C", "P", "C", "C", "C", "C", "C", "C", "H", "H", "H", "H", "H", "H", "H", "H", "H", "H", "H", "H", "H", "H", "H", "H", "H", "H", "H", "H", "H", "C", "C", "C", "C", "C", "C", "H", "H", "H", "H", "H", "C", "C", "C", "C", "N", "C", "S", "N", "C", "C", "C", "C", "H", "H", "H", "H", "H", "H", "H", "H", "H", "H", "H", "H", "H", "H", "H", "H", "H", "H", "H", "H"], "coordinates": [[-0.798, -0.489, -0.409], [-1.471, 5.426, 2.421], [-1.692, 3.939, 2.313], [-2.306, 3.399, 1.187], [-2.622, 2.048, 1.127], [-2.277, 1.219, 2.181], [-1.640, 1.730, 3.302], [-1.357, 3.084, 3.364], [-2.816, -0.473, 2.163], [-3.977, -0.469, 1.309], [-2.992, -0.862, 3.541], [-1.647, -1.314, 1.432], [-1.080, -2.484, 1.893], [-1.483, -3.247, 2.984], [-0.816, -4.427, 3.344], [0.249, -4.908, 2.633], [0.666, -4.205, 1.487], [1.723, -4.656, 0.663], [2.061, -3.968, -0.466], [1.332, -2.812, -0.792], [0.356, -2.367, -0.044], [0.004, -3.011, 1.107], [-1.376, 5.885, 1.436], [-0.578, 5.662, 3.000], [-2.318, 5.897, 2.923], [-2.584, 4.047, 0.363], [-3.152, 1.639, 0.276], [-1.392, 1.068, 4.122], [-0.885, 3.490, 4.252], [-2.318, -2.910, 3.575], [-1.167, -4.972, 4.212], [0.762, -5.816, 2.922], [2.250, -5.562, 0.938], [2.863, -4.297, -1.112], [1.553, -2.249, -1.690], [-2.506, -4.681, -0.889], [-3.387, -3.472, -1.221], [-4.241, -3.084, -0.014], [-2.373, -2.044, -1.850], [-1.429, -2.871, -3.237], [-2.270, -3.622, -4.270], [-0.494, -1.902, -3.960], [-3.604, -0.945, -2.742], [-4.887, -1.625, -3.232], [-3.990, 0.281, -1.911], [-3.084, -5.401, -0.303], [-1.642, -4.393, -0.284], [-2.144, -5.194, -1.781], [-4.057, -3.740, -2.039], [-3.627, -2.997, 0.883], [-4.993, -3.858, 0.165], [-4.752, -2.130, -0.140], [-0.804, -3.597, -2.708], [-2.785, -2.920, -4.929], [-3.010, -4.286, -3.827], [-1.614, -4.231, -4.898], [-1.053, -1.174, -4.553], [0.155, -2.455, -4.646], [0.126, -1.341, -3.270], [-3.036, -0.600, -3.613], [-5.488, -1.974, -2.390], [-4.701, -2.466, -3.894], [-5.492, -0.897, -3.780], [-4.673, 0.012, -1.103], [-4.477, 1.028, -2.543], [-3.117, 0.739, -1.446], [1.556, 2.059, -3.882], [0.182, 2.197, -3.745], [-0.509, 1.468, -2.780], [0.135, 0.583, -1.906], [1.522, 0.471, -2.070], [2.224, 1.185, -3.034], [2.097, 2.619, -4.635], [-0.363, 2.869, -4.399], [-1.581, 1.612, -2.719], [2.082, -0.199, -1.426], [3.299, 1.056, -3.126], [5.939, 1.874, 2.528], [6.045, 0.377, 2.240], [4.708, -0.340, 2.027], [4.061, -0.134, 0.658], [3.412, 1.158, 0.456], [2.139, 1.421, 0.803], [1.131, 0.274, 1.531], [1.623, 2.620, 0.500], [2.236, 3.746, -0.189], [1.927, 5.061, 0.523], [2.814, 5.341, 1.738], [2.683, 4.341, 2.886], [6.920, 2.294, 2.759], [5.285, 2.054, 3.383], [5.536, 2.429, 1.680], [6.556, -0.098, 3.081], [6.682, 0.216, 1.363], [3.986, -0.047, 2.795], [4.867, -1.416, 2.140], [3.302, -0.901, 0.506], [4.815, -0.238, -0.126], [3.918, 1.852, -0.062], [0.642, 2.704, 0.726], [1.877, 3.773, -1.222], [3.319, 3.624, -0.226], [0.872, 5.056, 0.819], [2.051, 5.875, -0.195], [2.576, 6.342, 2.106], [3.858, 5.375, 1.408], [1.650, 4.266, 3.229], [3.301, 4.651, 3.731], [2.998, 3.340, 2.594]], "forces_ev_per_a": [[-0.147, -0.607, -0.191], [-0.017, -0.063, 0.008], [0.038, 0.018, 0.037], [-0.028, -0.025, -0.037], [0.108, 0.025, -0.097], [-0.010, -0.055, 0.076], [0.031, -0.051, -0.052], [0.031, 0.070, -0.023], [-0.007, -0.145, -0.056], [-0.062, 0.181, 0.054], [0.064, -0.047, -0.006], [0.095, 0.172, 0.066], [-0.120, 0.015, 0.018], [0.024, 0.139, -0.058], [0.033, -0.059, -0.009], [-0.008, -0.019, 0.060], [-0.011, 0.128, -0.094], [0.024, -0.010, -0.019], [0.037, -0.032, 0.007], [-0.056, -0.042, -0.017], [-0.128, 0.237, 0.118], [0.051, -0.099, 0.003], [-0.005, 0.002, 0.009], [0.039, -0.016, 0.011], [0.011, 0.005, -0.011], [0.020, 0.004, 0.017], [0.012, 0.068, 0.143], [-0.013, 0.016, -0.009], [0.010, -0.006, -0.027], [-0.012, -0.003, 0.033], [-0.010, 0.040, -0.003], [-0.015, 0.013, -0.017], [-0.009, 0.006, 0.017], [-0.014, 0.005, -0.006], [-0.027, 0.001, -0.028], [-0.012, 0.025, 0.009], [0.147, 0.075, 0.170], [-0.003, -0.020, -0.046], [-0.081, 0.302, -0.299], [0.011, 0.161, 0.027], [-0.007, -0.024, 0.043], [-0.036, -0.070, 0.006], [-0.039, -0.075, 0.093], [0.058, 0.033, -0.015], [0.051, -0.083, 0.052], [0.004, 0.003, -0.028], [-0.058, -0.029, -0.007], [0.025, 0.020, -0.001], [-0.031, -0.048, -0.069], [-0.056, -0.001, -0.086], [0.021, -0.028, -0.013], [0.038, -0.111, 0.011], [0.003, -0.012, 0.058], [-0.020, -0.009, 0.012], [-0.018, -0.025, 0.004], [-0.003, 0.021, -0.006], [0.004, -0.005, 0.012], [-0.046, -0.002, -0.003], [0.055, -0.020, -0.031], [0.023, 0.013, 0.002], [0.013, 0.008, -0.020], [-0.002, -0.058, -0.021], [0.017, -0.017, 0.008], [0.029, 0.002, -0.009], [-0.018, -0.019, -0.011], [0.062, -0.003, -0.088], [-0.012, 0.002, 0.021], [0.016, -0.015, 0.010], [0.030, 0.096, 0.023], [0.003, -0.060, 0.142], [0.091, 0.020, -0.109], [-0.014, 0.002, 0.011], [-0.018, -0.008, -0.004], [0.011, 0.003, 0.009], [-0.076, -0.037, 0.025], [-0.021, 0.049, 0.029], [-0.019, -0.008, 0.001], [0.002, -0.054, -0.057], [-0.088, 0.031, 0.007], [0.021, 0.124, -0.067], [-0.032, 0.021, 0.057], [0.043, 0.011, 0.306], [-0.172, -0.055, -0.352], [0.180, 0.042, 0.262], [0.101, 0.076, 0.061], [-0.114, -0.016, 0.021], [0.064, -0.053, 0.043], [-0.059, -0.053, 0.026], [0.042, 0.078, -0.039], [-0.031, -0.001, -0.004], [-0.018, 0.026, 0.000], [-0.018, 0.006, 0.017], [0.018, -0.004, -0.007], [0.019, -0.033, 0.026], [0.007, -0.037, 0.022], [-0.018, -0.002, 0.001], [-0.008, -0.009, -0.022], [-0.005, 0.013, -0.040], [0.017, 0.055, -0.063], [-0.012, -0.013, 0.023], [0.011, -0.038, -0.031], [0.053, -0.046, -0.006], [0.013, 0.035, -0.014], [-0.031, -0.006, -0.020], [0.032, 0.004, 0.013], [-0.014, 0.036, -0.005], [-0.047, -0.013, 0.008], [-0.035, -0.012, -0.010], [0.029, -0.025, 0.011]], "s2": 2.0094, "e_homo_ev": [-5.93, -7.23], "max_force_ev_per_a": 0.65, "multiplicity": 3}